[1]
Entry from OMol25: a single C2H3N3O2 molecule in a non-equilibrium geometry (the ωB97M-V functional and the def2-TZVPD basis).

```
! wB97M-V def2-TZVPD RIJCOSX def2/J DEFGRID3
* xyz 0 1
H -1.060 2.035 -0.039
N -1.269 1.085 0.161
C -0.231 0.455 0.299
C 1.263 0.577 -0.039
N 1.769 -0.534 0.020
O 0.902 -1.548 0.210
N -0.461 -0.936 0.773
O -1.386 -1.620 -0.210
H 1.778 1.534 -0.248
H -1.305 -1.048 -0.928
*
```

Summary:
SMILES = [H]/N=c1\cnon1O
Lowest unoccupied orbital energy = -0.004 Ha



[2]
Entry from OMol25: a single C2H3N3O2 molecule (the ωB97M-V functional and the def2-TZVPD basis).

```
! wB97M-V def2-TZVPD RIJCOSX def2/J DEFGRID3
* xyz 0 1
N -1.831 -0.068 -0.099
C -0.474 -0.205 0.047
N 0.054 -1.381 -0.037
O 1.435 -1.161 -0.150
C 1.708 0.164 -0.096
O 2.794 0.659 -0.212
N 0.475 0.780 0.102
H -2.168 -1.017 -0.228
H -2.354 0.450 0.594
H 0.362 1.779 0.079
*
```

Summary:
SMILES = Nc1noc(=O)[nH]1
Lowest unoccupied orbital energy = 0.017 Ha



[3]
Entry from OMol25: 2 unconnected molecules or ions with the total composition C2H3N3O2 in a non-equilibrium geometry (the ωB97M-V functional and the def2-TZVPD basis).

```
! wB97M-V def2-TZVPD RIJCOSX def2/J DEFGRID3
* xyz 0 1
C 0.594 0.843 -2.681
C 0.078 -1.106 1.281
N -0.560 0.745 2.776
N -0.332 -0.048 1.831
N 0.184 -0.010 -1.957
O 1.042 1.376 -3.570
O -1.469 0.741 1.577
H -0.225 -1.185 0.147
H 0.871 -1.676 1.675
H -0.183 0.319 -1.082
*
```

Summary:
Lowest unoccupied orbital energy (alpha / beta) = 0.017 / 0.017 Ha



Relative energy (zero: lowest compared OMol25 entry of this formula, charge and spin) per entry: 647.6; 107.5; 726.1 kJ/mol